No. 1
{
  "formula": "C32H54F6N3O24",
  "method": "wB97M-V/def2-TZVPD",
  "symbols": ["C", "N", "C", "C", "C", "C", "O", "H", "H", "H", "H", "H", "H", "H", "H", "H", "H", "H", "H", "H", "H", "C", "O", "O", "O", "C", "C", "C", "O", "C", "N", "H", "H", "H", "H", "H", "H", "H", "H", "H", "H", "H", "C", "C", "C", "O", "C", "N", "H", "H", "H", "H", "H", "H", "H", "H", "H", "H", "H", "C", "C", "O", "C", "O", "O", "F", "H", "H", "H", "C", "C", "O", "C", "O", "O", "F", "H", "H", "H", "C", "C", "O", "C", "O", "O", "F", "H", "H", "H", "C", "C", "O", "C", "O", "O", "F", "H", "H", "H", "C", "C", "O", "C", "O", "O", "F", "H", "H", "H", "C", "C", "O", "C", "O", "O", "F", "H", "H", "H"],
  "xyz": [[-1.416, 1.818, -2.247], [-0.715, 3.203, -2.059], [-1.800, 4.215, -1.607], [0.141, 2.861, -0.832], [0.111, 3.847, -3.236], [-0.729, 4.118, -4.476], [-1.244, 3.000, -5.140], [-1.969, 1.526, -1.354], [-0.743, 1.013, -2.541], [-2.146, 2.003, -3.034], [-1.436, 5.240, -1.666], [-2.174, 4.061, -0.595], [-2.589, 4.161, -2.357], [-0.434, 2.426, -0.014], [0.704, 3.759, -0.578], [0.878, 2.126, -1.153], [0.959, 3.176, -3.375], [0.531, 4.783, -2.869], [-0.016, 4.501, -5.206], [-1.515, 4.863, -4.353], [-0.805, 3.055, -5.992], [0.192, -0.037, 0.472], [0.402, -1.209, 0.066], [-0.083, 0.908, -0.280], [0.331, 0.194, 1.691], [-2.335, 2.063, 3.223], [-1.901, 1.499, 1.839], [-2.785, 2.072, 0.682], [-4.246, 1.836, 0.902], [-4.580, 0.457, 0.934], [-0.561, 2.034, 1.561], [-2.335, 3.153, 3.210], [-1.678, 1.745, 4.032], [-3.309, 1.627, 3.444], [-1.850, 0.411, 1.792], [-2.590, 1.783, -0.351], [-2.776, 3.162, 0.708], [-4.049, -0.221, 1.602], [-4.427, 0.087, -0.080], [-5.622, 0.312, 1.219], [-0.345, 1.797, 0.603], [0.127, 1.381, 1.909], [2.675, -3.359, -1.414], [1.204, -3.415, -1.207], [0.607, -4.760, -1.643], [0.872, -5.081, -3.028], [-0.040, -4.460, -3.895], [0.828, -3.036, 0.132], [2.760, -3.196, -2.488], [3.118, -4.327, -1.180], [3.123, -2.458, -0.992], [0.744, -2.594, -1.758], [-0.464, -4.793, -1.443], [1.258, -5.327, -0.979], [-1.071, -4.713, -3.646], [0.020, -4.709, -4.954], [0.094, -3.380, -3.843], [0.990, -2.041, 0.197], [-0.175, -3.121, 0.218], [-1.228, -0.888, 3.038], [-0.523, -2.174, 2.530], [-1.657, -3.074, 2.400], [-2.736, -2.625, 3.077], [-3.796, -3.213, 3.155], [-2.527, -1.329, 3.488], [0.289, -2.737, 3.461], [-1.225, -0.219, 2.178], [-0.763, -0.414, 3.902], [0.102, -2.024, 1.650], [2.758, -1.775, 0.698], [1.919, -1.996, 1.922], [2.888, -1.787, 2.925], [4.101, -2.029, 2.455], [5.152, -1.795, 3.033], [4.044, -2.143, 1.142], [1.504, -3.268, 2.023], [2.702, -0.751, 0.327], [2.381, -2.357, -0.142], [1.055, -1.337, 1.993], [0.929, 1.128, 3.726], [2.171, 0.402, 3.354], [2.447, -0.269, 4.571], [1.290, -0.569, 5.163], [1.189, -1.169, 6.168], [0.331, 0.145, 4.575], [3.128, 1.186, 3.069], [0.389, 1.528, 2.867], [1.212, 2.007, 4.305], [1.914, -0.260, 2.527], [0.127, -0.719, -2.420], [1.492, -0.600, -1.993], [1.962, 0.559, -2.712], [1.112, 0.868, -3.680], [1.232, 1.837, -4.491], [0.143, 0.045, -3.638], [2.244, -1.631, -2.325], [-0.526, -0.253, -1.683], [-0.241, -1.745, -2.452], [1.495, -0.428, -0.916], [-2.239, -0.479, -1.003], [-2.151, -1.493, 0.144], [-1.854, -2.757, -0.389], [-1.793, -2.621, -1.767], [-1.498, -3.516, -2.525], [-2.167, -1.358, -2.144], [-3.308, -1.513, 0.767], [-1.367, 0.170, -1.091], [-3.123, 0.144, -1.140], [-1.359, -1.217, 0.841], [1.835, 2.466, 0.346], [2.456, 1.066, 0.481], [3.615, 1.383, 1.275], [3.862, 2.762, 1.180], [4.797, 3.466, 1.608], [2.860, 3.348, 0.730], [2.922, 0.543, -0.697], [1.135, 2.639, 1.163], [1.313, 2.499, -0.610], [1.867, 0.301, 0.987]],
  "mulliken_charge": [0.255, 0.735, -0.882, -0.725, -0.589, -1.020, -0.476, -0.319, -0.412, 0.827, 0.339, 0.030, 0.464, -0.277, 0.751, 0.136, 0.638, 0.280, 0.646, 0.286, 0.354, -1.723, 0.392, 0.589, -0.835, -1.692, 1.432, 0.410, -0.642, -0.471, -0.605, 0.410, 0.315, 0.320, -0.353, -0.592, 0.647, 0.143, 0.159, 0.459, 0.905, -0.007, -1.544, 1.078, -1.414, -0.526, -0.222, 0.223, 0.348, 0.554, 1.113, -0.926, 0.453, 0.693, 0.183, 0.499, -0.102, -1.378, 0.844, 0.973, 1.259, -0.472, 0.497, -0.644, -0.651, -0.484, -0.813, 0.126, 0.520, 1.660, 0.806, -0.579, 0.257, -0.663, -0.582, -0.378, 0.256, -0.793, 0.145, -0.126, 1.737, -0.471, 0.627, -0.613, -0.433, -0.462, 0.178, 0.344, -1.234, 1.663, 1.367, -0.431, -0.085, -0.713, -0.479, -0.411, -1.275, 0.315, 0.819, 0.524, 0.107, -0.252, -0.071, -0.633, -0.374, -0.711, -1.585, 1.680, -0.411, 0.175, 2.278, -0.606, 0.331, -0.720, -0.493, -0.324, -0.096, 0.147, -0.905],
  "lumo_ev": 1.426,
  "fmax_ev_per_a": 14.3,
  "charge": -1,
  "e_tot_ha": -3819.3185,
  "spin_multiplicity": 1,
  "homo_lumo_gap_ev": 5.88,
  "homo_ev": -4.5
}


No. 2
{
  "formula": "C32H54N13O2SYb",
  "method": "wB97M-V/def2-TZVPD",
  "symbols": ["Yb", "C", "C", "N", "C", "C", "N", "C", "C", "C", "N", "C", "C", "N", "C", "H", "H", "H", "H", "H", "H", "H", "H", "H", "H", "H", "H", "H", "H", "H", "H", "H", "H", "H", "H", "H", "H", "H", "H", "C", "C", "N", "N", "C", "S", "N", "N", "H", "H", "H", "H", "H", "H", "N", "C", "C", "C", "C", "N", "C", "N", "N", "C", "O", "O", "H", "H", "H", "H", "H", "H", "H", "H", "H", "H", "H", "H", "H", "H", "N", "C", "C", "C", "C", "C", "C", "C", "C", "C", "C", "C", "C", "C", "H", "H", "H", "H", "H", "H", "H", "H", "H", "H"],
  "xyz": [[-0.584, -0.761, -0.273], [-4.470, -0.421, -2.014], [-4.214, -1.894, -1.708], [-2.881, -2.238, -1.150], [-2.562, -3.623, -1.550], [-1.260, -4.116, -0.962], [-0.164, -3.137, -1.096], [0.597, -3.293, -2.361], [0.030, -2.553, -3.569], [0.506, -1.115, -3.677], [-0.214, -0.171, -2.790], [-1.454, 0.313, -3.407], [-2.073, 1.354, -2.505], [-2.430, 0.783, -1.191], [-3.887, 0.577, -1.033], [-5.552, -0.279, -2.029], [-4.136, -0.177, -3.024], [-4.320, -2.453, -2.638], [-4.994, -2.275, -1.042], [-2.998, -2.245, -0.136], [-2.531, -3.640, -2.640], [-3.357, -4.317, -1.255], [-0.998, -5.065, -1.438], [-1.400, -4.316, 0.098], [0.503, -3.345, -0.356], [0.678, -4.361, -2.587], [1.602, -2.921, -2.166], [-1.062, -2.585, -3.576], [0.350, -3.082, -4.468], [0.412, -0.768, -4.711], [1.563, -1.068, -3.414], [0.403, 0.634, -2.686], [-2.128, -0.534, -3.535], [-1.271, 0.743, -4.397], [-2.943, 1.806, -2.989], [-1.348, 2.158, -2.347], [-2.152, 1.443, -0.477], [-4.395, 1.539, -1.168], [-4.063, 0.250, -0.009], [3.747, -2.456, 3.805], [2.356, -2.937, 3.636], [1.820, -3.969, 4.207], [0.536, -3.993, 3.727], [0.261, -3.013, 2.871], [-1.186, -2.640, 2.078], [1.428, -2.330, 2.806], [1.540, -1.205, 2.005], [4.272, -3.137, 4.469], [3.765, -1.455, 4.238], [4.270, -2.424, 2.848], [-0.105, -4.703, 4.043], [1.482, -0.356, 2.560], [2.392, -1.222, 1.458], [-2.746, 0.111, 1.992], [-2.469, 1.523, 2.272], [-2.764, 1.843, 3.742], [-2.420, 3.201, 4.329], [-3.037, 4.416, 3.670], [-2.313, 4.844, 2.470], [-1.075, 5.314, 2.495], [-0.494, 5.630, 3.647], [-0.428, 5.554, 1.346], [-1.034, 1.857, 1.833], [-0.514, 2.886, 2.245], [-0.522, 1.048, 0.971], [-3.698, -0.129, 2.258], [-2.157, -0.448, 2.603], [-3.119, 2.126, 1.621], [-2.239, 1.102, 4.353], [-3.830, 1.645, 3.896], [-1.338, 3.316, 4.374], [-2.785, 3.195, 5.359], [-3.074, 5.255, 4.370], [-4.072, 4.245, 3.375], [-2.693, 4.610, 1.568], [-0.947, 5.442, 4.523], [0.475, 5.896, 3.678], [-0.742, 5.084, 0.513], [0.562, 5.736, 1.379], [1.513, -0.686, -0.667], [2.614, -0.219, -1.065], [2.886, 1.260, -1.204], [1.841, 2.139, -1.473], [2.067, 3.499, -1.602], [3.347, 4.011, -1.434], [4.395, 3.151, -1.141], [4.167, 1.785, -1.040], [3.730, -1.162, -1.455], [4.476, -0.981, -2.618], [5.415, -1.927, -3.011], [5.642, -3.052, -2.231], [4.915, -3.235, -1.061], [3.960, -2.302, -0.689], [0.834, 1.749, -1.541], [1.245, 4.165, -1.838], [3.530, 5.073, -1.540], [5.394, 3.542, -0.999], [4.995, 1.123, -0.819], [4.315, -0.101, -3.230], [5.974, -1.782, -3.927], [6.382, -3.782, -2.531], [5.091, -4.109, -0.446], [3.361, -2.466, 0.202]],
  "mulliken_charge": [0.209, -0.554, -1.083, 0.459, -1.044, -1.036, 0.131, -0.244, -0.918, -0.575, -0.020, -0.583, -1.107, 0.212, -0.821, 0.502, 0.279, 0.426, 0.432, 0.177, 0.559, 0.525, 0.419, 0.277, 0.110, 0.662, -0.227, 0.109, 0.489, 0.694, -0.020, -0.327, 0.355, 0.508, 0.491, 0.362, -0.149, 0.524, 0.105, -1.148, 0.961, -0.852, 0.305, 0.290, -0.613, 0.356, -0.371, 0.367, 0.302, 0.238, 0.202, 0.253, -0.055, -0.439, 0.639, -1.227, -0.489, -1.211, -0.018, 0.669, -0.357, -0.417, -0.197, -0.624, 0.005, 0.318, 0.130, 0.219, 0.374, 0.418, 0.445, 0.422, 0.336, 0.487, 0.267, 0.206, 0.225, 0.162, 0.239, 1.483, -0.689, 0.631, 1.644, -1.169, -0.708, -0.913, -0.456, 0.668, -0.167, -1.030, -0.573, -0.981, 0.021, -1.053, 0.560, 0.453, 0.446, 0.544, 0.525, 0.435, 0.434, 0.449, 0.321],
  "lumo_ev": -4.351,
  "fmax_ev_per_a": 0.7,
  "charge": 2,
  "e_tot_ha": -3670.6624,
  "spin_multiplicity": 2,
  "homo_lumo_gap_ev": 7.81,
  "s_squared": 0.75,
  "homo_ev": -12.2,
  "e_above_lowest_kj_mol": 109.5
}